The following is a DFT calculation (ωB97M-V/def2-TZVPD) of an isolated molecule of C18H17N3O5S in a non-equilibrium geometry.

Geometry as XYZ:
```
44
Properties=species:S:1:pos:R:3:forces:R:3:lowdin_charge:R:1
N -2.33381 4.22583 3.01370 -0.18 0.31 0.03 0.16
C -1.76584 3.23767 2.87877 -0.30 0.53 0.13 -0.21
C -1.07366 2.02615 2.67837 0.52 -0.79 -0.10 -0.25
C -1.68562 0.80356 2.96201 0.15 0.24 -0.06 -0.01
C -1.03226 -0.38172 2.70080 -0.06 -0.17 -0.01 0.01
C 0.23986 -0.36465 2.12963 -0.15 0.28 0.35 -0.22
C 0.86999 0.86019 1.89147 0.01 -0.08 0.15 -0.02
C 0.22317 2.04481 2.16033 -0.20 -0.01 0.14 -0.02
H 0.70459 2.99069 1.95995 0.03 0.05 -0.03 0.13
H 1.86202 0.87142 1.46737 0.08 0.01 -0.02 0.12
N 0.90863 -1.51833 1.73080 0.41 0.30 0.00 0.14
C 0.45748 -2.79791 1.81107 0.47 -0.47 -0.33 -0.43
O -0.40346 -3.19794 2.55650 -0.26 -0.05 0.10 0.10
C 1.21321 -3.74635 0.86625 0.17 -0.18 0.32 -0.04
H 0.92149 -4.77384 1.09851 0.04 0.25 0.02 0.14
H 2.29756 -3.61857 0.96506 -0.20 -0.06 0.03 0.13
O 0.83110 -3.50299 -0.48711 -0.43 -0.13 0.14 0.01
C 1.73877 -3.01569 -1.33459 0.41 -0.33 -0.39 -0.53
O 2.87691 -2.76338 -1.04280 0.03 0.03 -0.04 0.11
C 1.15948 -2.90690 -2.73370 0.07 0.22 0.06 -0.06
H 0.15116 -3.32266 -2.73228 0.06 -0.04 -0.11 0.13
H 1.79942 -3.50102 -3.38917 -0.02 -0.03 0.07 0.13
C 1.14237 -1.45745 -3.24662 0.51 -0.33 0.04 -0.22
N 0.02582 -0.67202 -2.76283 -0.12 0.47 0.89 -0.11
S 0.03893 -0.30768 -1.12071 -0.79 0.32 -0.69 0.68
O -0.90043 -1.14770 -0.43568 -0.28 0.18 -0.29 -0.26
O 1.41545 -0.32955 -0.71100 0.28 0.24 -0.47 -0.29
C -0.54960 1.37187 -1.05442 0.08 -0.49 0.01 -0.29
C -1.82044 1.62248 -0.57515 -0.10 -0.18 -0.01 -0.06
C -2.24713 2.93455 -0.44975 0.03 0.02 -0.07 -0.07
C -1.39793 3.97149 -0.80262 -0.09 -0.02 0.05 -0.06
C -0.12571 3.70561 -1.28661 0.11 -0.11 -0.03 -0.06
C 0.30557 2.39550 -1.41239 0.12 0.10 -0.07 -0.06
H 1.29496 2.15190 -1.76456 0.17 0.08 -0.06 0.12
H 0.53156 4.51806 -1.55651 0.07 0.06 -0.02 0.11
H -1.72755 4.99283 -0.68926 -0.03 0.09 0.02 0.11
H -3.23149 3.14958 -0.06440 -0.08 0.01 0.06 0.11
H -2.44163 0.78842 -0.28990 -0.14 -0.04 0.08 0.12
H -0.86776 -1.07636 -3.00510 -0.24 0.04 0.05 0.11
H 1.10117 -1.44826 -4.33849 0.03 0.04 0.13 0.12
H 2.04950 -0.94899 -2.91537 0.06 -0.11 -0.25 0.12
H 1.63508 -1.32958 1.04553 -0.14 -0.23 0.15 0.12
H -1.50898 -1.32520 2.90617 -0.01 -0.02 0.01 0.11
H -2.68197 0.79214 3.37871 -0.06 -0.01 0.02 0.12
```
Positions in Å, forces in eV/Å.

Summary:
**ΔE to the lowest compared entry with this formula, charge and spin**: 45.73 kcal per mole
**DFT total energy**: -1634.80047 Eh
**HOMO**: -8.70 eV
**SMILES**: N#Cc1ccc(NC(=O)COC(=O)CCNS(=O)(=O)c2ccccc2)cc1
**Net charge**: 0
**Frontier orbital gap**: 8.97 eV

=====

The following is a DFT calculation (ωB97M-V/def2-TZVPD) of a structure of composition C18H17N5O in a non-equilibrium geometry.

Geometry as XYZ:
```
41
Properties=species:S:1:pos:R:3:forces:R:3:lowdin_charge:R:1
C 0.90913 -1.72613 0.32955 -2.80 0.69 -0.08 -0.15
N 2.20169 -1.84223 0.73285 6.44 0.90 4.70 -0.14
C 3.02125 -3.03783 0.58127 4.68 10.49 5.53 -0.03
C 4.23089 -2.69946 1.32165 -0.94 -0.35 -2.57 -0.06
C 4.20581 -1.23930 1.80955 0.91 -6.42 -0.57 -0.06
C 2.97355 -0.80706 1.66080 -2.74 -1.95 -2.67 -0.07
C 2.44373 0.51976 2.12410 3.41 -13.83 -4.55 -0.48
N 3.18228 1.10822 2.85550 4.44 5.35 8.41 0.12
N 2.59659 2.27484 2.96567 -3.10 5.10 -0.13 0.04
C 1.48349 2.44193 2.04598 3.53 -3.85 -0.45 0.04
C 1.62505 1.05639 1.38150 -9.68 11.43 -3.43 0.01
H 1.06272 0.99481 0.47739 -0.08 -1.25 -0.10 0.09
C 0.78389 3.86966 1.91762 0.28 -14.75 -5.78 -0.58
O 1.11929 4.53948 2.70384 3.56 11.81 9.68 0.20
N -0.16259 3.84024 1.03249 -3.60 7.23 -0.64 -0.01
N -0.75352 2.80123 0.53386 -4.90 0.43 -5.22 0.09
C -1.79254 3.15614 -0.40173 8.05 -13.82 5.57 -0.03
C -2.30388 2.03746 -1.14475 -0.93 -3.41 -3.64 -0.04
C -2.04642 0.58074 -1.16322 3.49 9.20 7.21 -0.06
C -2.62587 -0.47591 -1.69665 -1.88 3.45 -10.59 -0.30
C -2.37949 -1.66703 -1.35921 -0.23 -8.94 5.35 -0.11
C -2.93788 -2.88873 -1.81692 -2.36 8.44 -8.99 0.04
C -3.62755 -2.71129 -3.16384 0.94 -2.09 3.59 -0.04
C -3.81663 -1.38666 -3.53310 -1.35 1.37 -7.26 -0.19
C -3.07737 -0.31266 -3.21859 -1.58 1.52 6.50 0.00
H -3.43492 0.72385 -3.48862 0.96 -1.32 -0.20 0.11
H -4.38332 -0.98300 -4.63702 1.05 -2.35 3.00 0.17
H -3.99722 -3.58318 -3.80462 0.31 1.44 1.30 0.12
H -2.87876 -3.76412 -1.47003 0.96 -6.50 3.12 0.02
H -2.02676 -1.86153 -0.34049 0.66 0.60 -0.04 0.12
H -1.34448 0.32000 -0.26816 -1.15 0.43 -1.38 0.12
H -2.85937 2.41377 -2.08522 0.28 -0.66 1.72 0.11
H -2.08478 3.99819 -0.56119 -3.11 10.08 -1.64 0.00
H -0.67967 4.84662 1.07735 1.12 -2.76 -0.58 0.23
H 2.75784 3.01614 3.72358 0.30 -1.85 -1.66 0.19
H 4.98665 -1.15785 2.51356 0.57 1.61 0.56 0.08
H 5.15563 -3.38339 1.29908 -1.62 1.27 0.31 0.09
H 2.60974 -3.86718 0.36388 -2.69 -5.81 -2.09 0.02
H 1.00146 -1.09737 -0.57951 -1.47 -0.39 0.03 0.10
H 0.71353 -2.79176 0.15585 -1.37 0.51 -0.64 0.09
H 0.14881 -1.25582 1.12595 1.67 -1.08 -1.70 0.13
```
Positions in Å, forces in eV/Å.

Summary:
**ΔE to the lowest compared entry with this formula, charge and spin**: 418.82 kcal per mole
**DFT total energy**: -1044.52946 Eh
**HOMO**: -7.49 eV
**Net charge**: 0
**Frontier orbital gap**: 6.02 eV